2 unconnected molecules or ions with the total composition C3H6N2O5 in a non-equilibrium geometry. Source: the OMol25 dataset; level of theory: ωB97M-V/def2-TZVPD.

Computed properties:
Maximum force = 5.15 eV/A
HOMO-LUMO gap = 9.64 eV
Total energy = -603.43053 a.u.
Total charge = 0
Energy above the lowest of the compared OMol25 structures with the same formula, charge and spin = 61.1 kcal/mol
SMILES = CO[C@]1([N+](=O)[O-])NC1=O.O
HOMO level = -9.748 eV

XYZ file:
```
16
Properties=species:S:1:pos:R:3:forces:R:3
O -1.329 -1.490 1.918 -0.626 -0.574 -0.249
O 0.586 -1.706 -1.187 -0.100 -1.752 -0.861
O 2.107 2.323 0.100 -0.612 -0.383 0.513
O -0.731 0.478 -0.407 -0.407 -0.629 -0.971
O 2.233 -1.217 0.164 1.284 -1.532 0.329
N 0.728 0.719 1.309 0.876 -1.233 1.674
N 1.169 -1.070 -0.368 -0.361 2.050 -0.061
C 1.375 1.429 0.405 1.454 -0.325 -1.129
C -1.040 0.963 -1.724 2.095 -4.410 -1.644
C 0.578 0.202 -0.063 -2.554 3.530 1.220
H -1.329 -1.986 2.753 -0.180 0.128 -0.523
H -1.993 1.332 -1.782 -2.378 1.000 0.592
H -2.059 -1.862 1.366 0.942 0.427 0.782
H -1.034 0.055 -2.502 0.092 1.737 1.639
H 1.092 0.166 2.132 -0.535 0.993 -1.289
H -0.353 1.663 -2.114 1.010 0.971 -0.023
```
Forces are in eV/Å.

These are the Mulliken partial charges, in e, on atoms 1 to 5: O -0.557; O -0.586; O -0.512; O -0.247; O -0.603

---

A molecular structure, C21H28IrN3SSi2 in a non-equilibrium geometry. Source: the OMol25 dataset; level of theory: ωB97M-V/def2-TZVPD.

Computed properties:
Multiplicity = 2
Maximum force = 4.75 eV/A
HOMO-LUMO gap (alpha / beta) = 5.97 / 5.85 eV
Total energy = -2062.48028 a.u.
Expectation value of S² = 0.775
Total charge = +1
HOMO level (alpha / beta) = -10.493 / -10.493 eV

XYZ file:
```
56
Properties=species:S:1:pos:R:3:forces:R:3
Ir -0.329 -0.184 0.034 1.090 -0.233 4.615
S -0.503 -4.202 1.553 0.355 0.310 -0.293
Si -2.882 0.951 1.251 -0.517 0.020 -0.038
Si 3.250 -1.900 1.190 -0.069 0.077 0.196
N 0.581 -1.873 2.390 0.182 0.048 0.694
N 1.322 0.166 1.372 -1.430 -0.544 -1.266
N -1.606 -0.105 1.803 1.002 0.494 -3.132
C 0.081 -2.198 -0.011 -0.617 1.041 1.446
C -1.315 -1.935 5.580 -0.012 0.011 0.012
C 4.807 -1.324 2.076 -0.189 -0.096 -0.198
C 3.035 -3.760 1.348 0.066 0.285 -0.116
C -4.486 0.005 0.982 0.298 0.275 0.054
C -3.130 2.518 2.262 0.120 -0.338 -0.113
C 3.214 -1.262 -0.581 0.037 -0.098 0.219
C 2.795 0.679 3.688 -0.111 0.124 0.041
C -0.732 -4.375 -0.145 0.025 -0.017 0.159
C 2.656 1.651 2.671 0.120 -0.240 0.212
C -2.489 -0.564 3.994 0.014 0.304 -0.546
C 1.882 1.347 1.565 -0.248 0.364 -0.485
C -1.492 -0.736 3.010 0.602 -0.696 0.974
C 0.120 -2.593 1.308 0.075 -0.781 -0.553
C -0.415 -1.582 3.371 -0.399 0.432 -0.114
C -2.142 1.481 -0.420 -0.363 0.032 0.477
C -2.397 -1.133 5.246 0.076 -0.094 0.078
C -0.388 -3.264 -0.839 -0.181 0.224 -0.703
C -0.339 -2.162 4.626 -0.141 -0.102 0.106
C 1.650 -0.926 2.234 0.403 -0.948 -0.532
C 2.261 -0.555 3.509 0.003 0.272 -0.031
H -3.401 2.299 3.295 -0.022 0.011 0.003
H -4.350 -0.822 0.283 0.062 -0.005 -0.005
H 5.687 -1.727 1.570 -0.026 -0.034 -0.057
H 1.678 2.109 0.821 -0.040 -0.012 0.017
H -3.930 3.121 1.830 -0.021 -0.026 -0.032
H -2.224 3.126 2.281 0.031 -0.023 0.000
H -5.262 0.661 0.584 -0.010 0.015 0.004
H -1.367 2.245 -0.293 0.152 -0.125 -0.133
H -1.742 0.612 -1.011 -0.413 0.101 -0.853
H -4.856 -0.416 1.918 -0.007 0.000 0.012
H 3.077 2.638 2.782 -0.014 0.026 -0.087
H 2.312 -1.309 4.280 0.023 -0.066 -0.036
H 4.837 -1.670 3.110 -0.019 -0.027 -0.002
H 3.295 0.937 4.612 0.005 -0.033 0.009
H 3.211 -0.172 -0.616 0.072 0.018 0.035
H 2.296 -4.151 0.650 -0.025 0.039 0.003
H 3.990 -4.238 1.115 0.054 0.057 0.023
H 2.338 -1.621 -1.118 0.026 -0.070 0.002
H 4.900 -0.238 2.083 -0.005 0.005 -0.036
H -3.183 -0.960 5.970 -0.038 0.011 -0.037
H -0.472 -3.204 -1.916 -0.058 -0.001 0.002
H -3.353 0.035 3.733 -0.035 0.008 0.186
H 0.482 -2.835 4.845 0.056 0.033 -0.068
H -1.247 -2.394 6.556 0.006 0.003 -0.001
H -2.891 1.909 -1.086 0.019 -0.095 -0.111
H -1.121 -5.303 -0.532 0.010 0.019 -0.069
H 4.101 -1.609 -1.117 0.044 -0.010 0.045
H 2.752 -4.066 2.356 -0.014 0.054 0.028
```
Forces are in eV/Å.

These are the Mulliken partial charges, in e, on atoms 1 to 5: Ir 1.391; S -0.112; Si -0.085; Si 0.134; N 0.944

---

A molecular structure, C28H43F5MgNO4SSbSe2 in a non-equilibrium geometry. Source: the OMol25 dataset; level of theory: ωB97M-V/def2-TZVPD.

Computed properties:
Maximum force = 1.17 eV/A
HOMO-LUMO gap = 7.64 eV
Total energy = -7589.16202 a.u.
Total charge = 0
Energy above the lowest of the compared OMol25 structures with the same formula, charge and spin = 8.0 kcal/mol
HOMO level = -8.036 eV

XYZ file:
```
86
Properties=species:S:1:pos:R:3:forces:R:3
Sb -0.088 1.459 -0.956 -0.032 0.257 -0.359
Se 0.168 -3.421 3.882 -0.109 -0.083 -0.025
Se -0.739 -0.039 3.934 0.151 0.145 -0.172
S 4.783 -1.079 -3.098 0.319 -0.377 0.297
Mg 0.106 -0.480 0.912 0.434 -0.230 1.059
F -5.161 -1.336 -0.132 -0.003 0.020 0.007
F -2.868 -0.660 1.139 0.036 -0.023 0.092
F -3.013 -5.092 -1.972 -0.006 0.013 0.008
F -5.244 -3.570 -1.707 -0.016 -0.004 -0.001
F -0.732 -4.429 -0.703 0.018 -0.004 0.020
O 4.818 -2.394 -3.699 -0.027 0.077 -0.121
O -0.628 -2.210 0.928 -0.522 -0.128 -0.421
O 6.057 -0.408 -2.936 -0.053 0.078 -0.140
O 3.703 -0.221 -3.588 0.072 -0.079 -0.321
N 1.891 -0.975 2.042 -0.174 -0.093 -0.201
C 0.006 1.185 -4.039 0.011 -0.156 -0.063
C 2.816 1.660 -1.508 -0.371 0.247 0.035
C -1.764 2.792 -0.484 0.113 -0.111 -0.148
C -1.674 -2.789 3.886 -0.082 -0.051 0.018
C 4.665 -0.553 -0.385 0.239 -0.273 0.023
C 1.720 2.669 -1.146 -0.006 -0.165 -0.097
C -4.082 -2.111 -0.266 0.010 0.019 0.005
C -2.983 -4.011 -1.196 0.031 -0.088 -0.062
C -1.882 -1.474 4.608 -0.056 -0.026 -0.121
C 4.220 -1.364 -1.418 -0.286 0.169 0.029
C -1.704 4.092 -1.279 -0.104 0.044 0.076
C 1.995 3.296 0.219 0.104 0.039 -0.067
C 1.629 3.746 -2.226 0.115 -0.013 0.024
C -1.739 -2.545 0.287 0.284 0.098 0.164
C 3.952 -0.483 0.802 0.204 -0.030 0.159
C -2.908 -1.789 0.386 -0.013 0.041 0.071
C -1.817 -3.670 -0.536 0.015 -0.093 -0.040
C -2.032 1.388 4.206 0.024 -0.006 0.040
C 2.408 -2.137 -0.036 -0.086 -0.091 0.076
C -1.802 -0.147 -2.907 0.087 -0.112 -0.105
C -4.123 -3.236 -1.065 -0.059 -0.016 -0.051
C 0.582 -0.868 -2.691 -0.098 0.068 -0.164
C -0.357 0.337 -2.823 0.052 0.096 0.171
C 3.123 -2.196 -1.218 0.310 -0.051 -0.098
C -3.091 2.084 -0.750 -0.041 0.043 0.070
C 0.393 -3.486 5.810 0.066 0.009 -0.017
C -1.640 3.068 1.014 -0.085 0.076 -0.005
C 2.797 -1.229 0.943 -0.055 -0.013 0.200
H 4.265 0.192 1.594 -0.024 -0.012 -0.033
H -1.671 2.142 1.593 -0.029 -0.003 -0.013
H 1.643 -0.605 -2.689 -0.158 0.041 -0.043
H 2.619 4.207 -2.325 -0.036 -0.018 0.009
H -1.687 3.916 -2.357 0.003 0.002 0.021
H 5.544 0.059 -0.549 -0.044 0.007 -0.021
H -2.119 -0.683 -2.007 0.008 0.015 -0.005
H 0.425 -1.528 -3.553 0.020 0.040 -0.004
H -0.837 4.695 -1.014 -0.018 -0.011 0.015
H 2.978 3.778 0.187 -0.039 -0.003 0.014
H -2.270 -3.565 4.365 -0.054 -0.003 0.004
H 3.790 2.160 -1.480 -0.014 -0.001 -0.012
H 2.864 0.826 -0.804 -0.188 0.278 -0.131
H 1.070 1.421 -4.062 -0.022 -0.038 -0.014
H -3.295 1.984 -1.813 -0.005 0.022 -0.006
H -1.875 -0.851 -3.744 -0.006 0.018 0.030
H 1.372 3.332 -3.199 0.024 0.034 0.033
H -2.598 4.687 -1.054 0.027 -0.007 -0.018
H 2.823 -2.862 -2.019 0.000 0.039 0.031
H -2.504 0.661 -3.097 -0.016 0.026 -0.034
H 1.352 -3.965 5.991 -0.002 0.005 0.043
H -3.897 2.692 -0.321 0.007 -0.026 -0.009
H -0.569 2.112 -4.085 -0.027 0.002 -0.005
H 1.263 4.061 0.485 0.000 -0.009 -0.007
H -2.486 3.686 1.338 0.035 -0.008 0.003
H -1.537 2.329 3.976 -0.021 -0.006 0.006
H 0.366 -1.464 -1.798 -0.091 0.009 -0.018
H -0.397 -4.083 6.260 0.009 0.000 -0.023
H 0.407 -2.484 6.233 0.013 -0.006 0.031
H -0.722 3.601 1.270 -0.003 -0.022 -0.010
H 2.338 -0.459 2.789 -0.031 0.126 -0.015
H 2.711 1.233 -2.508 0.026 0.176 0.154
H 1.523 -1.834 2.455 0.152 -0.062 0.090
H 2.026 2.548 1.016 0.005 -0.007 0.006
H -2.886 1.245 3.548 -0.004 0.016 0.011
H -0.216 0.612 -4.947 0.026 0.014 0.038
H -3.148 1.095 -0.290 0.014 0.095 -0.043
H 1.541 -2.772 0.124 0.046 0.041 -0.030
H -2.345 1.392 5.247 -0.003 0.013 0.001
H -1.681 -1.579 5.672 -0.010 0.060 0.030
H -1.962 -2.728 2.839 0.056 0.023 0.083
H -2.903 -1.115 4.483 -0.039 -0.097 -0.018
H 0.922 4.536 -1.986 0.004 0.011 0.016
```
Forces are in eV/Å.

These are the Mulliken partial charges, in e, on atoms 1 to 5: Sb 0.352; Se 0.279; Se 0.386; S 1.237; Mg 2.499

---

A molecular structure, C10H23N2O7S2 in a non-equilibrium geometry. Source: the OMol25 dataset; level of theory: ωB97M-V/def2-TZVPD.

Computed properties:
Maximum force = 1.60 eV/A
HOMO-LUMO gap = 8.77 eV
Total energy = -1827.44267 a.u.
Total charge = -1
HOMO level = -5.999 eV

XYZ file:
```
44
Properties=species:S:1:pos:R:3:forces:R:3
S 3.832 1.603 0.387 -0.221 -0.334 -0.320
S 2.041 -0.033 1.596 1.250 -0.990 0.086
O 4.967 2.664 3.459 0.443 -0.285 -0.002
O 1.533 -0.225 0.262 -0.336 0.425 -0.275
O 4.371 1.003 -0.794 0.346 -0.030 0.008
O 2.788 2.572 0.162 -0.006 0.165 0.336
O -2.834 -0.467 0.982 -0.313 0.016 0.286
O 2.106 -1.242 2.380 -0.064 0.094 0.480
O -1.018 -0.196 -3.373 -0.047 0.038 0.199
N 3.553 0.583 1.583 -0.685 0.307 -0.505
N 5.144 2.491 1.088 -0.075 -0.496 0.686
C -0.194 1.816 2.018 -0.285 0.030 -0.033
C 0.963 -1.585 -3.418 -0.062 -0.107 0.070
C -4.816 -1.846 0.884 -0.117 0.106 0.074
C 0.406 -0.191 -3.185 0.099 -0.051 -0.247
C -2.588 -2.792 1.570 0.087 0.003 0.165
C 1.047 0.829 -4.110 -0.054 0.121 -0.005
C 5.066 2.496 2.314 -0.401 0.814 -0.383
C -0.655 1.522 0.591 0.502 0.295 0.017
C 1.079 1.125 2.575 -0.515 0.745 0.171
C -3.495 -1.570 1.589 0.091 -0.274 -0.475
H 0.491 -2.301 -2.744 0.039 0.033 0.056
H 1.774 1.894 2.902 0.206 -0.059 -0.223
H 0.634 1.821 -3.926 0.030 -0.002 0.056
H -2.348 -3.071 0.541 -0.071 -0.011 -0.019
H 0.828 0.585 3.485 0.014 -0.324 -0.141
H -1.022 1.591 2.695 0.030 -0.175 0.019
H -0.058 2.896 2.102 0.144 0.013 -0.008
H -5.452 -0.960 0.904 0.007 -0.002 0.035
H 2.040 -1.609 -3.251 -0.003 0.004 0.017
H -4.641 -2.099 -0.165 0.046 -0.070 0.020
H -5.354 -2.673 1.354 0.007 -0.011 -0.019
H -1.640 1.959 0.433 -0.055 -0.015 0.007
H 0.844 0.577 -5.157 0.053 -0.074 0.009
H -1.185 -0.452 -4.286 0.025 0.002 0.001
H -0.682 0.460 0.396 -0.129 -0.053 -0.051
H 0.052 1.966 -0.110 -0.026 -0.040 -0.099
H -1.646 -2.577 2.075 -0.014 0.017 0.007
H 2.126 0.868 -3.962 -0.002 0.004 0.015
H -3.062 -3.647 2.059 -0.002 -0.007 -0.022
H -3.688 -1.275 2.622 0.046 0.101 -0.010
H 0.758 -1.913 -4.444 0.057 0.067 -0.032
H 0.581 0.099 -2.149 -0.126 -0.023 0.033
H -2.642 -0.695 0.065 0.087 0.035 0.017
```
Forces are in eV/Å.

These are the Mulliken partial charges, in e, on atoms 1 to 5: S 1.272; S 1.214; O -0.468; O -0.584; O -0.671

---

> Which formula does entry 2 have?

C21H28IrN3SSi2

---

Please write out number 4 again, unchanged.
A molecular structure, C10H23N2O7S2 in a non-equilibrium geometry. Source: the OMol25 dataset; level of theory: ωB97M-V/def2-TZVPD.

Computed properties:
Maximum force = 1.60 eV/A
HOMO-LUMO gap = 8.77 eV
Total energy = -1827.44267 a.u.
Total charge = -1
HOMO level = -5.999 eV

XYZ file:
```
44
Properties=species:S:1:pos:R:3:forces:R:3
S 3.832 1.603 0.387 -0.221 -0.334 -0.320
S 2.041 -0.033 1.596 1.250 -0.990 0.086
O 4.967 2.664 3.459 0.443 -0.285 -0.002
O 1.533 -0.225 0.262 -0.336 0.425 -0.275
O 4.371 1.003 -0.794 0.346 -0.030 0.008
O 2.788 2.572 0.162 -0.006 0.165 0.336
O -2.834 -0.467 0.982 -0.313 0.016 0.286
O 2.106 -1.242 2.380 -0.064 0.094 0.480
O -1.018 -0.196 -3.373 -0.047 0.038 0.199
N 3.553 0.583 1.583 -0.685 0.307 -0.505
N 5.144 2.491 1.088 -0.075 -0.496 0.686
C -0.194 1.816 2.018 -0.285 0.030 -0.033
C 0.963 -1.585 -3.418 -0.062 -0.107 0.070
C -4.816 -1.846 0.884 -0.117 0.106 0.074
C 0.406 -0.191 -3.185 0.099 -0.051 -0.247
C -2.588 -2.792 1.570 0.087 0.003 0.165
C 1.047 0.829 -4.110 -0.054 0.121 -0.005
C 5.066 2.496 2.314 -0.401 0.814 -0.383
C -0.655 1.522 0.591 0.502 0.295 0.017
C 1.079 1.125 2.575 -0.515 0.745 0.171
C -3.495 -1.570 1.589 0.091 -0.274 -0.475
H 0.491 -2.301 -2.744 0.039 0.033 0.056
H 1.774 1.894 2.902 0.206 -0.059 -0.223
H 0.634 1.821 -3.926 0.030 -0.002 0.056
H -2.348 -3.071 0.541 -0.071 -0.011 -0.019
H 0.828 0.585 3.485 0.014 -0.324 -0.141
H -1.022 1.591 2.695 0.030 -0.175 0.019
H -0.058 2.896 2.102 0.144 0.013 -0.008
H -5.452 -0.960 0.904 0.007 -0.002 0.035
H 2.040 -1.609 -3.251 -0.003 0.004 0.017
H -4.641 -2.099 -0.165 0.046 -0.070 0.020
H -5.354 -2.673 1.354 0.007 -0.011 -0.019
H -1.640 1.959 0.433 -0.055 -0.015 0.007
H 0.844 0.577 -5.157 0.053 -0.074 0.009
H -1.185 -0.452 -4.286 0.025 0.002 0.001
H -0.682 0.460 0.396 -0.129 -0.053 -0.051
H 0.052 1.966 -0.110 -0.026 -0.040 -0.099
H -1.646 -2.577 2.075 -0.014 0.017 0.007
H 2.126 0.868 -3.962 -0.002 0.004 0.015
H -3.062 -3.647 2.059 -0.002 -0.007 -0.022
H -3.688 -1.275 2.622 0.046 0.101 -0.010
H 0.758 -1.913 -4.444 0.057 0.067 -0.032
H 0.581 0.099 -2.149 -0.126 -0.023 0.033
H -2.642 -0.695 0.065 0.087 0.035 0.017
```
Forces are in eV/Å.

These are the Mulliken partial charges, in e, on atoms 1 to 5: S 1.272; S 1.214; O -0.468; O -0.584; O -0.671

---

> Number 2 is which compound?

C21H28IrN3SSi2

---

> Which of these has the lowest maximum force?

C28H43F5MgNO4SSbSe2